Formula: C5H8N2
Source: the Open Molecules 2025 dataset
Level of theory: wB97M-V/def2-TZVPD

## Properties
Highest occupied orbital energy: -0.3019 Eh
Relative energy (zero: lowest compared OMol25 entry of this formula, charge and spin): 82.4 kcal per mole
Orbital gap: 9.0 eV
SMILES string: [H]/N=C(\C#C)CNC
Maximum force: 4.1 eV Å⁻¹
M: 96.1 u

The geometry in XYZ format:
```
15
Properties=species:S:1:pos:R:3:mulliken_charge:R:1
H 1.350 -1.504 -0.264 0.29
C 1.578 0.197 0.924 -0.81
H 0.406 1.125 -1.448 0.32
H -2.494 2.047 1.588 0.42
C -2.025 1.324 0.979 0.31
C -1.478 0.522 0.276 -0.57
H 0.878 -0.089 1.722 0.28
H 1.478 1.270 0.773 0.29
C -0.834 -0.451 -0.561 0.45
H -2.198 -1.822 -0.371 0.24
N -1.356 -1.583 -0.897 -0.73
C 0.328 0.040 -1.376 -0.71
H 0.448 -0.557 -2.279 0.32
N 1.328 -0.492 -0.325 -0.41
H 2.592 -0.026 1.258 0.31
```

***

Formula: C5H8N2
Source: the Open Molecules 2025 dataset
Level of theory: wB97M-V/def2-TZVPD

## Properties
Highest occupied orbital energy: -0.3260 Eh
Relative energy (zero: lowest compared OMol25 entry of this formula, charge and spin): 48.4 kcal per mole
Orbital gap: 9.8 eV
SMILES string: [H]/N=C(\N)C=C=CC
Maximum force: 0.4 eV Å⁻¹
M: 96.1 u

The geometry in XYZ format:
```
15
Properties=species:S:1:pos:R:3:mulliken_charge:R:1
C -2.855 -0.083 -0.258 -0.93
H -2.055 1.975 0.272 0.33
H 2.335 -1.927 0.147 0.23
H 0.438 -0.788 1.449 0.37
N 2.097 1.198 -0.543 -0.60
C -1.781 0.947 0.025 -0.36
H -3.827 0.380 -0.427 0.32
N 2.721 -0.994 0.177 -0.47
H -2.922 -0.699 0.648 0.25
C 1.834 0.052 -0.039 0.50
C -0.567 0.517 0.220 0.13
H -2.601 -0.747 -1.086 0.31
C 0.504 -0.156 0.563 -0.47
H 3.063 1.238 -0.866 0.20
H 3.617 -0.913 -0.283 0.21
```

***

Formula: C5H8N2
Source: the Open Molecules 2025 dataset
Level of theory: wB97M-V/def2-TZVPD

## Properties
Highest occupied orbital energy: -0.3448 Eh
Relative energy (zero: lowest compared OMol25 entry of this formula, charge and spin): 70.8 kcal per mole
Orbital gap: 10.3 eV
SMILES string: C[C@H]1[C@@H](C#N)N1C
Maximum force: 2.3 eV Å⁻¹
M: 96.1 u

The geometry in XYZ format:
```
15
Properties=species:S:1:pos:R:3:mulliken_charge:R:1
H -1.338 2.310 0.423 0.29
H 0.150 0.519 -1.956 0.41
C 0.799 0.095 0.373 -0.11
H -1.263 2.066 -1.335 0.30
H -2.619 1.443 -0.410 0.25
C 0.088 -0.123 -1.049 0.42
C -1.523 1.588 -0.367 -0.76
N -0.806 0.310 -0.051 -0.33
H 0.703 -0.725 2.423 0.28
H 1.440 0.946 0.682 0.35
C 1.096 -1.023 1.437 -1.24
H 2.172 -1.226 1.635 0.35
C 0.102 -1.531 -1.412 -0.08
N 0.306 -2.654 -1.595 -0.48
H 0.670 -1.990 1.174 0.36
```

***

Formula: C5H8N2
Source: the Open Molecules 2025 dataset
Level of theory: wB97M-V/def2-TZVPD

## Properties
Highest occupied orbital energy: -0.2669 Eh
Relative energy (zero: lowest compared OMol25 entry of this formula, charge and spin): 3.9 kcal per mole
Orbital gap: 8.2 eV
SMILES string: Cc1c[nH]c(N)c1
Maximum force: 0.2 eV Å⁻¹
M: 96.1 u

The geometry in XYZ format:
```
15
Properties=species:S:1:pos:R:3:mulliken_charge:R:1
C -0.520 -0.974 -0.738 -0.94
C 0.475 0.672 0.438 -0.73
N -0.936 0.392 2.537 -0.54
H 1.140 1.483 0.710 0.33
C -0.530 0.144 1.213 0.22
C 1.426 0.160 -1.953 -1.15
N -1.134 -0.849 0.496 -0.02
H -1.869 -1.442 0.842 0.18
H 1.724 1.211 -2.039 0.31
H -1.911 0.162 2.682 0.24
H 2.343 -0.431 -1.833 0.23
C 0.480 -0.045 -0.805 0.92
H -0.791 1.357 2.809 0.26
H -0.863 -1.707 -1.456 0.38
H 0.966 -0.134 -2.903 0.33
```

***

Formula: C5H8N2
Source: the Open Molecules 2025 dataset
Level of theory: wB97M-V/def2-TZVPD

## Properties
Highest occupied orbital energy: -0.3395 Eh
Relative energy (zero: lowest compared OMol25 entry of this formula, charge and spin): 93.7 kcal per mole
Orbital gap: 10.0 eV
SMILES string: C1=NN=CCCC1
Maximum force: 4.1 eV Å⁻¹
M: 96.1 u

The geometry in XYZ format:
```
15
Properties=species:S:1:pos:R:3:mulliken_charge:R:1
C 0.726 1.181 0.272 0.01
C -0.823 -0.827 0.750 -0.59
H -2.473 -0.144 -0.801 0.28
H -2.272 0.777 0.733 0.27
N 1.231 -0.837 -0.492 -0.38
H -0.943 2.200 -0.757 0.38
H -1.602 -1.499 1.175 0.33
H -0.108 -0.419 1.656 0.33
C -1.595 0.250 -0.034 -0.55
C 0.057 -1.444 -0.317 -0.03
H -0.450 0.955 -1.583 0.35
H -0.394 -2.203 -1.096 0.32
C -0.528 1.178 -0.522 -0.58
H 0.902 2.281 0.783 0.25
N 1.672 0.269 0.349 -0.38
```

***

Formula: C5H8N2
Source: the Open Molecules 2025 dataset
Level of theory: wB97M-V/def2-TZVPD

## Properties
Highest occupied orbital energy: -0.3216 Eh
Relative energy (zero: lowest compared OMol25 entry of this formula, charge and spin): 85.3 kcal per mole
Orbital gap: 8.9 eV
Maximum force: 2.4 eV Å⁻¹
M: 96.1 u

The geometry in XYZ format:
```
15
Properties=species:S:1:pos:R:3:mulliken_charge:R:1
N 2.268 0.945 -0.162 -0.66
C 0.980 0.932 -0.555 0.07
C -2.197 0.132 0.408 -1.03
C 1.726 -1.329 0.483 -0.33
H -1.427 -0.977 -1.275 0.31
C 2.537 -0.237 0.424 0.12
H -2.042 1.091 0.914 0.29
H -2.053 -0.667 1.141 0.29
H 0.653 1.821 -1.125 0.33
N 0.193 -0.072 -0.280 -0.22
H 3.509 -0.536 0.815 0.34
H -1.390 0.772 -1.491 0.32
C -1.218 -0.040 -0.755 -0.44
H -3.238 0.096 0.061 0.33
H 1.676 -1.957 1.400 0.28
```

***

Formula: C5H8N2
Source: the Open Molecules 2025 dataset
Level of theory: wB97M-V/def2-TZVPD

## Properties
Highest occupied orbital energy: -0.3588 Eh
Relative energy (zero: lowest compared OMol25 entry of this formula, charge and spin): 42.5 kcal per mole
Orbital gap: 10.7 eV
SMILES string: N#C[C@H](N)C1CC1
Maximum force: 1.5 eV Å⁻¹
M: 96.1 u

The geometry in XYZ format:
```
15
Properties=species:S:1:pos:R:3:mulliken_charge:R:1
H 0.475 0.454 1.587 0.29
H -0.451 1.005 -1.248 0.38
C 1.642 1.622 0.295 0.01
H -2.177 0.041 1.130 0.22
H -2.747 0.392 -0.581 0.25
H 2.245 -1.057 0.742 0.21
H 1.660 -0.769 -0.810 0.23
H -0.658 -1.700 0.273 0.23
C 0.747 0.440 0.524 0.31
C -1.056 -1.019 -0.472 -0.51
C -1.938 0.055 0.067 -0.57
H -1.144 -1.480 -1.452 0.29
N 2.468 2.420 0.123 -0.44
N 1.451 -0.787 0.183 -0.58
C -0.518 0.384 -0.360 -0.34
```

***

Formula: C5H8N2O
Source: the Open Molecules 2025 dataset
Level of theory: wB97M-V/def2-TZVPD

## Properties
Highest occupied orbital energy: -0.3303 Eh
Relative energy (zero: lowest compared OMol25 entry of this formula, charge and spin): 149.9 kcal per mole
Orbital gap: 9.1 eV
SMILES string: [H]/N=C(\NC=C)C(C)=O
Maximum force: 6.9 eV Å⁻¹
M: 112.1 u

The geometry in XYZ format:
```
16
Properties=species:S:1:pos:R:3:mulliken_charge:R:1
C -0.402 0.809 -0.844 0.34
H -0.714 -1.480 1.776 0.33
C 0.805 -2.013 0.283 0.02
H -1.314 -0.447 1.850 0.10
O -0.507 0.414 -1.940 -0.42
N -0.427 -1.437 0.616 -0.24
H -1.795 2.505 -0.292 0.23
N -1.225 0.547 1.332 -0.60
H 0.951 -3.192 0.434 0.25
H -0.033 3.263 0.070 0.28
H 2.761 -2.117 -0.550 0.25
C 1.864 -1.353 -0.370 -0.74
H 1.633 -0.258 -0.350 0.33
H -0.346 2.543 -1.792 0.25
C -0.629 -0.157 0.367 0.44
C -0.622 2.370 -0.589 -0.84
```

***

Formula: C5H8N2O
Source: the Open Molecules 2025 dataset
Level of theory: wB97M-V/def2-TZVPD

## Properties
Highest occupied orbital energy: -0.3159 Eh
Relative energy (zero: lowest compared OMol25 entry of this formula, charge and spin): 58.9 kcal per mole
Orbital gap: 9.4 eV
SMILES string: O=C1[C@H]2CN[C@@H]1CN2
Maximum force: 4.2 eV Å⁻¹
M: 112.1 u

The geometry in XYZ format:
```
16
Properties=species:S:1:pos:R:3:mulliken_charge:R:1
H -0.706 -1.715 1.157 0.29
C 0.126 1.328 0.624 -0.83
H 0.464 -0.335 2.192 0.39
C 0.111 -0.149 -1.106 0.32
N -0.957 -0.818 0.831 -0.56
C 1.198 -0.530 -0.003 0.01
H 0.996 1.803 0.994 0.37
C -1.189 -0.891 -0.663 -0.67
C 0.296 -0.077 1.095 0.18
H -0.666 1.910 1.135 0.34
H -1.319 -2.002 -0.991 0.27
N 0.012 1.307 -0.790 -0.58
H -2.080 -0.365 -0.942 0.31
O 2.319 -0.891 -0.140 -0.55
H 0.399 -0.225 -2.179 0.39
H 0.996 1.648 -1.212 0.32
```

***

Formula: C5H8N2O
Source: the Open Molecules 2025 dataset
Level of theory: wB97M-V/def2-TZVPD

## Properties
Highest occupied orbital energy: -0.2997 Eh
Relative energy (zero: lowest compared OMol25 entry of this formula, charge and spin): 131.9 kcal per mole
Orbital gap: 9.1 eV
Maximum force: 5.7 eV Å⁻¹
M: 112.1 u

The geometry in XYZ format:
```
16
Properties=species:S:1:pos:R:3:mulliken_charge:R:1
C -1.228 -1.392 1.599 -0.58
O 0.499 1.999 -0.311 -0.35
C 0.600 2.125 -1.640 -0.14
C 0.574 -0.211 -1.100 -0.12
H 0.165 0.621 -3.322 0.23
H 0.397 -0.967 2.783 0.30
N 0.117 -0.876 1.717 -0.26
C 0.381 0.684 0.203 0.31
H -1.520 -1.020 0.527 0.23
H -0.263 -0.851 -0.835 0.14
H 1.534 -0.762 -1.188 0.30
C 0.352 0.895 -2.162 -0.39
H -1.023 -2.436 1.755 0.25
H 1.045 2.885 -2.283 0.38
N 0.284 0.493 1.523 -0.53
H -1.913 -1.186 2.734 0.22
```

***

Formula: C5H8N2O
Source: the Open Molecules 2025 dataset
Level of theory: wB97M-V/def2-TZVPD

## Properties
Highest occupied orbital energy: -0.3467 Eh
Relative energy (zero: lowest compared OMol25 entry of this formula, charge and spin): 141.8 kcal per mole
Orbital gap: 10.5 eV
SMILES string: [H]/N=C/N1OC[C@@H]2C[C@@H]21
Maximum force: 7.0 eV Å⁻¹
M: 112.1 u

The geometry in XYZ format:
```
16
Properties=species:S:1:pos:R:3:mulliken_charge:R:1
H -2.311 1.195 -0.321 0.32
H 2.346 -0.400 -1.090 0.26
O 0.361 1.325 -0.711 -0.37
N -2.278 -0.729 0.450 -0.54
H 1.301 -0.557 1.941 0.36
C -1.720 0.175 -0.191 0.05
H 0.111 1.306 1.648 0.34
C 0.734 1.198 0.791 -0.56
H 2.050 -2.239 -0.188 0.23
H -0.040 -2.016 -0.304 0.31
H 1.787 1.796 0.770 0.35
C 1.180 -0.281 0.923 -0.29
C 0.355 -0.867 -0.243 0.01
H -3.132 -0.519 0.986 0.27
N -0.444 0.091 -0.916 -0.15
C 1.792 -1.008 -0.363 -0.60
```

***

Formula: C5H8N2O
Source: the Open Molecules 2025 dataset
Level of theory: wB97M-V/def2-TZVPD

## Properties
Highest occupied orbital energy: -0.2848 Eh
Relative energy (zero: lowest compared OMol25 entry of this formula, charge and spin): 62.1 kcal per mole
Orbital gap: 8.5 eV
SMILES string: C/C(N)=C1\C=NOC1
Maximum force: 3.0 eV Å⁻¹
M: 112.1 u

The geometry in XYZ format:
```
16
Properties=species:S:1:pos:R:3:mulliken_charge:R:1
H 0.324 -2.622 0.470 0.41
C 0.220 1.728 -0.832 -0.54
C -0.198 -1.802 0.883 -1.42
C -0.275 0.400 -0.231 0.48
C -1.629 0.445 -0.645 -0.62
H 2.159 -1.287 1.074 0.28
H -1.243 -1.918 0.520 0.30
H -0.097 -1.932 1.966 0.34
C 0.462 -0.524 0.401 0.85
H -2.486 -0.231 -0.322 0.28
N -1.944 1.443 -1.385 -0.41
H 0.410 2.467 -0.018 0.23
O -0.855 2.245 -1.576 -0.21
N 1.753 -0.336 0.884 -0.54
H 1.102 1.646 -1.478 0.33
H 2.295 0.277 0.290 0.25
```